No. 1
Entry from the OMol25 dataset: a cluster of 3 separate species, C24H56ClFNO9P4 in total in a non-equilibrium geometry (ωB97M-V/def2-TZVPD).

## Properties
Multiplicity   1
Total charge   -1
Calculated total energy   -98100.9060 eV

```
96
Properties=species:S:1:pos:R:3:mulliken_charge:R:1
C 2.10 0.57 5.68 -0.236
C 2.79 0.75 4.56 -0.377
C 3.52 0.34 3.16 -0.233
C 4.51 -0.92 3.30 -0.467
C 3.78 -2.27 3.90 -1.258
P 2.60 -2.97 2.57 2.537
C 1.43 -3.58 1.13 -1.218
C -0.16 -3.30 1.49 -0.550
C -0.74 -1.95 0.81 -0.003
C -1.46 -1.10 1.98 -0.525
N -2.94 -1.38 2.12 -0.649
C 2.04 -4.45 3.64 -1.444
C 1.60 -4.11 5.15 0.325
C 0.53 -5.24 5.68 -1.222
F 0.94 -2.83 5.35 -0.317
P 4.18 -4.29 1.71 -0.031
O 5.77 -3.57 1.93 -0.507
Cl 3.99 -4.45 -0.40 -0.314
H 1.58 0.35 6.69 0.322
H 4.19 1.26 2.90 0.356
H 2.77 0.23 2.29 0.154
H 5.32 -0.63 4.08 0.405
H 4.99 -1.10 2.27 0.171
H 3.28 -1.92 4.87 0.286
H 4.57 -3.07 4.21 0.390
H 3.03 -1.92 1.66 -0.592
H 1.49 -2.11 2.98 -0.238
H 1.63 -2.95 0.19 -0.208
H 1.51 -4.72 0.99 0.549
H -0.29 -3.29 2.64 0.069
H -0.75 -4.23 1.10 0.285
H -1.59 -2.27 0.07 0.202
H 0.13 -1.41 0.29 -0.059
H -1.00 -1.28 3.02 0.345
H -1.36 0.02 1.68 0.271
H -3.08 -1.96 2.98 0.273
H -3.37 -0.46 2.39 0.222
H 1.18 -5.08 3.17 0.295
H 2.95 -5.18 3.71 0.535
H 2.55 -4.21 5.81 0.297
H 1.03 -6.26 5.90 0.284
H -0.30 -5.28 4.89 0.287
H 0.05 -4.81 6.65 0.334
H 6.13 -3.42 1.01 0.265
O 1.04 -0.27 -2.86 -0.749
P 2.03 0.87 -3.11 1.216
O 2.07 0.66 -4.77 -0.428
C 0.87 0.50 -5.51 -0.251
C 0.17 1.82 -5.78 -0.914
O 3.40 0.01 -2.74 -0.390
C 3.33 -1.23 -2.05 0.287
C 3.15 -2.39 -3.02 -1.103
O 3.11 2.18 -3.32 -0.346
C 2.89 3.25 -4.21 -0.144
C 1.87 4.23 -3.69 -0.943
H 0.18 -0.19 -5.02 0.267
H 1.15 0.04 -6.47 0.310
H -0.08 2.33 -4.85 0.062
H -0.75 1.67 -6.35 0.415
H 0.82 2.49 -6.36 0.304
H 2.55 -1.21 -1.29 -0.187
H 4.28 -1.36 -1.52 0.319
H 2.33 -2.23 -3.72 0.280
H 2.96 -3.32 -2.47 0.273
H 4.05 -2.52 -3.63 0.309
H 2.66 2.89 -5.21 0.221
H 3.85 3.78 -4.32 0.341
H 0.96 3.72 -3.36 0.157
H 1.60 4.96 -4.46 0.340
H 2.26 4.77 -2.83 0.332
O -3.13 2.67 -0.26 -0.754
P -3.95 3.30 -1.39 1.121
O -5.44 2.83 -0.78 -0.423
C -5.75 3.01 0.60 -0.252
C -6.16 4.43 0.92 -0.992
O -3.76 2.07 -2.49 -0.344
C -2.77 1.07 -2.30 -0.257
C -3.29 -0.08 -1.46 -0.647
O -4.80 4.07 -2.67 -0.325
C -5.86 4.99 -2.48 -0.121
C -5.36 6.35 -2.04 -1.095
H -4.91 2.71 1.24 0.259
H -6.58 2.33 0.82 0.336
H -5.37 5.14 0.66 0.179
H -6.40 4.54 1.98 0.416
H -7.06 4.71 0.35 0.254
H -1.85 1.50 -1.88 0.302
H -2.50 0.69 -3.29 0.299
H -3.75 0.26 -0.52 0.233
H -2.48 -0.77 -1.21 -0.024
H -4.06 -0.63 -2.00 0.333
H -6.62 4.59 -1.81 0.235
H -6.36 5.10 -3.45 0.333
H -4.67 6.27 -1.20 0.285
H -6.20 6.99 -1.75 0.333
H -4.82 6.84 -2.86 0.326
```

No. 2
Entry from the OMol25 dataset: a structure of composition C24H56ClHgN8O12 in a non-equilibrium geometry (ωB97M-V/def2-TZVPD).

## Properties
Multiplicity   1
Total charge   +1
Calculated total energy   -78973.2089 eV

```
102
Properties=species:S:1:pos:R:3:mulliken_charge:R:1
Hg -1.75 -1.31 -3.27 2.135
Cl 1.17 -1.29 -2.05 1.779
O 0.22 -0.60 -1.27 -0.580
O 0.55 -1.60 -3.45 -1.052
O 2.41 -0.47 -2.31 -0.685
O 1.45 -2.57 -1.43 -0.586
C -2.52 -5.00 -6.34 -1.274
C -2.06 -4.27 -5.15 0.619
O -2.20 -3.03 -5.02 -0.620
N -1.56 -5.01 -4.15 -0.088
C -1.30 -4.39 -2.82 0.102
H -3.54 -5.27 -6.09 0.295
H -2.04 -6.00 -6.47 0.363
H -2.43 -4.47 -7.26 0.340
H -1.36 -6.02 -4.26 0.255
H -0.37 -3.83 -2.89 0.189
H -1.23 -5.20 -2.06 0.238
H -2.16 -3.83 -2.56 -0.494
C 2.66 3.07 2.55 -0.651
C 2.21 4.42 2.35 0.337
O 2.11 4.95 1.22 -0.768
N 1.76 5.05 3.47 -0.007
C 1.22 6.42 3.41 -0.941
H 1.79 2.37 2.58 0.083
H 3.15 2.98 3.54 0.415
H 3.36 2.67 1.76 0.435
H 1.63 4.55 4.33 0.136
H 1.01 6.66 4.43 0.391
H 0.27 6.44 2.81 0.239
H 1.92 7.19 2.94 0.263
C 3.83 -1.38 2.77 -0.972
C 3.12 -2.41 3.69 0.696
O 2.05 -2.93 3.39 -0.710
N 3.82 -2.72 4.81 -0.215
C 3.29 -3.59 5.89 -0.907
H 3.38 -0.38 2.98 0.140
H 3.64 -1.58 1.73 0.284
H 4.88 -1.21 2.98 0.377
H 4.62 -2.07 4.95 0.231
H 2.81 -4.51 5.50 0.265
H 2.58 -3.18 6.57 0.284
H 4.15 -3.85 6.42 0.407
C -5.08 0.21 -2.62 -1.109
C -4.67 -1.13 -1.96 0.648
O -3.65 -1.70 -2.51 -0.730
N -5.21 -1.65 -0.89 -0.151
C -4.83 -3.00 -0.56 -0.489
H -4.30 0.61 -3.23 0.147
H -5.35 0.87 -1.80 0.395
H -5.94 0.04 -3.25 0.341
H -6.10 -1.29 -0.61 0.281
H -4.18 -3.33 -1.35 -0.077
H -5.75 -3.60 -0.59 0.397
H -4.28 -3.15 0.37 0.214
C 3.41 1.55 6.96 -1.125
C 2.43 2.37 6.26 0.848
O 2.76 3.49 5.84 -0.645
N 1.20 1.85 6.07 -0.161
C -0.03 2.59 5.69 -0.779
H 4.04 0.92 6.35 0.210
H 2.91 0.86 7.68 0.367
H 4.12 2.18 7.61 0.295
H 1.13 0.89 6.22 0.186
H 0.28 3.60 5.53 0.257
H -0.73 2.57 6.57 0.345
H -0.40 2.27 4.69 0.234
C -1.34 -1.16 1.31 -0.937
C -1.06 -2.55 0.89 0.661
O -1.67 -3.00 -0.08 -0.490
N -0.06 -3.28 1.54 0.113
C 0.36 -4.55 1.16 -0.917
H -1.68 -0.69 0.42 0.135
H -0.48 -0.63 1.76 0.252
H -2.16 -1.12 2.06 0.355
H 0.51 -2.77 2.17 0.160
H 0.91 -5.00 1.97 0.307
H 1.01 -4.59 0.32 0.248
H -0.54 -5.11 0.90 0.297
C -1.71 1.96 -6.30 -1.158
C -1.10 0.81 -5.53 0.696
O -1.91 0.30 -4.71 -0.675
N 0.23 0.49 -5.43 0.185
C 1.17 1.03 -6.40 -1.192
H -2.76 1.83 -6.39 0.336
H -1.30 2.29 -7.22 0.458
H -1.62 2.78 -5.48 0.215
H 0.48 -0.13 -4.68 0.122
H 2.08 0.42 -6.22 0.374
H 1.44 2.01 -6.12 0.362
H 0.85 0.96 -7.39 0.395
C 1.85 3.21 -1.60 -0.261
C 0.50 3.72 -1.98 0.575
O -0.11 3.35 -2.97 -0.672
N -0.07 4.53 -1.09 -0.030
C -1.45 4.91 -1.13 -0.899
H 2.19 3.57 -0.61 0.070
H 2.57 3.63 -2.33 0.273
H 1.69 2.19 -1.87 -0.015
H 0.42 4.68 -0.18 0.172
H -2.09 4.05 -1.42 0.198
H -1.70 5.69 -1.86 0.289
H -1.78 5.40 -0.21 0.350
```

No. 3
Entry from the OMol25 dataset: a cluster of 5 separate species, C24H56F2NO9S in total in a non-equilibrium geometry (ωB97M-V/def2-TZVPD).

## Properties
Multiplicity   1
Total charge   +1
Calculated total energy   -61968.6768 eV

```
93
Properties=species:S:1:pos:R:3:mulliken_charge:R:1
C -1.38 1.47 3.50 -0.970
N -1.14 1.17 2.06 0.323
C -0.34 2.23 1.37 -0.726
C -2.35 0.81 1.34 0.192
O -2.21 0.18 0.26 -0.522
C -3.86 1.17 1.74 -0.788
S -4.30 2.94 1.40 0.293
C -6.12 3.24 1.43 -0.583
C -6.88 2.64 2.72 -0.273
F -5.98 2.21 3.76 -0.277
C -3.39 4.12 2.52 -0.098
C -3.89 5.62 2.23 -0.499
F -3.67 5.95 0.84 -0.269
H -0.47 1.04 4.07 0.497
H -2.29 0.95 3.95 0.270
H -1.35 2.60 3.75 0.126
H -0.70 2.36 0.29 0.398
H -0.32 3.22 1.96 0.303
H 0.76 1.90 1.31 0.009
H -4.55 0.54 1.08 0.471
H -4.09 0.83 2.82 0.547
H -6.26 4.38 1.44 0.307
H -6.68 2.87 0.50 0.464
H -7.51 3.48 3.16 0.287
H -7.59 1.82 2.37 0.287
H -2.28 4.10 2.21 0.043
H -3.43 3.83 3.62 0.446
H -4.99 5.78 2.52 0.316
H -3.30 6.37 2.85 0.335
C 1.20 -0.74 0.07 -0.360
O 2.22 0.07 -0.50 -0.269
C 3.31 0.28 0.40 -0.430
C 4.50 -0.61 0.05 -0.685
O 4.20 -1.98 0.29 -0.423
C 3.91 -2.69 -0.91 -0.786
H 0.51 -1.03 -0.73 0.189
H 1.60 -1.65 0.52 0.310
H 0.65 -0.16 0.82 0.067
H 3.00 0.13 1.44 0.286
H 3.61 1.33 0.29 0.408
H 5.34 -0.35 0.70 0.424
H 4.82 -0.45 -0.98 0.308
H 4.83 -2.84 -1.49 0.415
H 3.17 -2.16 -1.52 0.328
H 3.50 -3.66 -0.64 0.279
C 0.28 -1.21 6.58 -0.864
O 0.52 0.19 6.50 -0.191
C 0.18 0.87 7.71 -0.497
C 1.43 1.21 8.52 -0.593
O 2.05 0.03 9.02 -0.377
C 3.20 -0.34 8.28 -0.662
H 0.75 -1.68 5.72 0.244
H 0.71 -1.64 7.49 0.404
H -0.79 -1.40 6.55 0.327
H -0.53 0.29 8.30 0.374
H -0.31 1.81 7.42 0.331
H 1.13 1.80 9.39 0.378
H 2.14 1.80 7.93 0.336
H 4.02 0.35 8.49 0.325
H 3.00 -0.36 7.20 0.258
H 3.50 -1.34 8.59 0.244
C 2.01 -6.21 -5.84 -0.740
O 1.21 -5.04 -5.90 -0.328
C 0.55 -4.77 -4.67 -0.840
C 1.25 -3.66 -3.89 0.122
O 2.53 -4.08 -3.43 -0.357
C 3.59 -3.56 -4.23 -0.863
H 2.64 -6.24 -6.74 0.233
H 2.66 -6.22 -4.96 0.298
H 1.37 -7.10 -5.84 0.325
H 0.47 -5.68 -4.07 0.435
H -0.46 -4.44 -4.92 0.420
H 0.65 -3.43 -3.00 0.378
H 1.33 -2.75 -4.49 -0.056
H 3.70 -2.49 -4.03 0.307
H 3.41 -3.71 -5.30 0.416
H 4.51 -4.07 -3.96 0.257
C -0.43 -1.34 -7.10 -0.319
O -1.06 -0.40 -6.23 -0.397
C -0.13 0.32 -5.43 -0.188
C 0.10 1.72 -5.98 -0.624
O 0.77 1.69 -7.24 -0.381
C -0.11 1.91 -8.32 -0.724
H -1.17 -1.70 -7.81 0.285
H 0.39 -0.88 -7.66 0.323
H -0.06 -2.19 -6.52 -0.081
H 0.82 -0.23 -5.35 0.154
H -0.56 0.39 -4.43 0.331
H 0.76 2.26 -5.28 0.378
H -0.84 2.27 -6.05 0.340
H -0.41 2.96 -8.35 0.322
H -1.00 1.27 -8.26 0.324
H 0.42 1.67 -9.25 0.246
```